Below is the molecule C4H9N3O2, with properties calculated with ωB97M-V/def2-TZVPD.

```
! RIJCOSX wB97M-V def2-TZVPD def2/J DEFGRID3
* xyz 0 1
C -0.45 -1.98 -0.83
C 0.20 -0.65 -0.96
N -0.08 0.57 -0.34
C -0.96 1.59 -0.54
O -2.14 1.64 -0.29
O -0.41 2.56 -1.32
C 0.63 -0.03 0.70
N 1.90 0.47 1.04
N -0.14 -0.62 1.73
H -0.01 -2.70 -1.52
H -0.31 -2.42 0.16
H -1.53 -1.97 -1.05
H 0.41 -0.45 -2.01
H -1.08 3.22 -1.53
H 1.89 1.01 1.90
H 2.32 1.03 0.31
H 0.39 -1.33 2.22
H -0.60 0.06 2.32
*
```

Output
Molecular weight: 131.14 g/mol
Highest occupied orbital energy: -7.8 eV
SMILES: C[C@H]1N(C(=O)O)C1(N)N
E_LUMO: 0.656 eV
Energy above the lowest of the compared OMol25 structures with the same formula, charge and spin: 81.13 kcal/mol

***

Below is a cluster of 16 separate species, C19H28Cl45NO2P in total, with properties calculated with ωB97M-V/def2-TZVPD.

```
! RIJCOSX wB97M-V def2-TZVPD def2/J DEFGRID3
* xyz 1 1
C 0.04 3.94 3.29
C -0.86 3.43 2.15
C -0.51 3.96 0.76
N 0.36 3.05 -0.05
P 1.96 3.37 0.02
C 2.97 1.84 -0.07
O 2.22 0.79 -0.63
O 2.03 -0.25 0.35
H 0.15 5.03 3.21
H 1.02 3.47 3.29
H -0.44 3.73 4.25
H -1.88 3.74 2.38
H -0.87 2.34 2.16
H -1.43 4.10 0.19
H -0.01 4.93 0.86
H 0.16 2.07 0.14
H 2.29 4.23 -1.01
H 2.30 4.03 1.20
H 3.29 1.60 0.95
H 3.87 2.05 -0.66
H 2.89 -0.72 0.39
C -1.58 -1.51 -2.75
Cl -0.10 -0.91 -3.51
Cl -2.96 -1.33 -3.84
Cl -1.41 -3.17 -2.20
H -1.77 -0.89 -1.89
C 1.57 -2.36 3.02
Cl 1.75 -1.80 4.67
Cl 3.17 -2.50 2.25
Cl 0.76 -3.92 2.96
H 0.98 -1.64 2.47
C -3.28 -3.31 -7.14
Cl -1.83 -2.66 -7.91
Cl -4.66 -3.23 -8.24
Cl -3.00 -4.96 -6.58
H -3.49 -2.70 -6.28
C -4.70 1.60 -6.38
Cl -4.76 1.90 -4.64
Cl -3.34 2.43 -7.12
Cl -4.64 -0.13 -6.72
H -5.61 1.99 -6.82
C -4.72 5.79 0.45
Cl -5.18 4.30 1.28
Cl -3.21 6.41 1.12
Cl -4.58 5.53 -1.28
H -5.49 6.53 0.62
C -0.40 8.77 3.62
Cl -1.53 10.06 3.30
Cl -0.61 7.45 2.44
Cl 1.26 9.35 3.60
H -0.61 8.36 4.60
C -0.26 3.66 -4.88
Cl -1.45 4.87 -4.36
Cl 1.28 3.92 -4.07
Cl -0.85 2.03 -4.60
H -0.10 3.79 -5.94
C 0.15 -6.98 -1.24
Cl 1.58 -5.95 -1.30
Cl -1.29 -6.09 -0.75
Cl -0.11 -7.78 -2.78
H 0.33 -7.74 -0.49
C 2.48 4.81 -7.87
Cl 1.23 5.93 -7.33
Cl 4.01 5.14 -7.06
Cl 1.98 3.14 -7.60
H 2.62 4.95 -8.93
C -2.08 -0.80 5.96
Cl -3.38 0.26 6.47
Cl -1.54 -0.40 4.32
Cl -0.73 -0.74 7.09
H -2.45 -1.81 5.94
C -4.67 4.23 7.85
Cl -5.55 5.14 9.07
Cl -2.93 4.33 8.11
Cl -5.20 2.55 7.81
H -4.89 4.67 6.89
C 3.92 -6.34 3.14
Cl 4.09 -7.76 4.16
Cl 5.50 -5.65 2.76
Cl 3.04 -6.73 1.66
H 3.36 -5.60 3.68
C 6.44 -6.18 -1.08
Cl 7.90 -6.05 -2.05
Cl 5.01 -5.82 -2.05
Cl 6.31 -7.78 -0.34
H 6.49 -5.45 -0.28
C -3.79 -1.88 1.53
Cl -5.08 -1.02 2.36
Cl -2.50 -0.76 1.06
Cl -3.15 -3.18 2.52
H -4.20 -2.31 0.62
C 6.51 -11.29 1.81
Cl 5.35 -10.03 2.24
Cl 5.69 -12.67 1.07
Cl 7.75 -10.65 0.75
H 6.98 -11.63 2.72
*
```

Output
Molecular weight: 1928.80 g/mol
Highest occupied orbital energy: -12.0 eV
E_LUMO: -2.960 eV

***

Below is the ion C8H9N4O with charge +1, with properties calculated with ωB97M-V/def2-TZVPD.

```
! RIJCOSX wB97M-V def2-TZVPD def2/J DEFGRID3
* xyz 1 1
C 1.87 0.17 2.28
C 1.10 0.87 1.24
N 0.92 2.20 1.18
C 0.16 2.50 0.09
C -0.13 1.31 -0.52
C -1.00 1.24 -1.89
O -1.30 2.20 -2.51
N -1.32 -0.08 -2.16
C -2.15 -0.56 -3.15
C -2.22 -1.91 -3.00
C -1.39 -2.20 -1.88
N -0.87 -1.11 -1.39
N 0.46 0.32 0.21
H 2.40 -0.68 1.86
H 2.59 0.85 2.74
H 1.21 -0.20 3.07
H 1.29 2.87 1.84
H -0.12 3.50 -0.19
H -2.60 0.11 -3.85
H -2.77 -2.62 -3.58
H -1.18 -3.15 -1.44
H 0.28 -0.64 -0.10
*
```

Output
Molecular weight: 177.19 g/mol
Highest occupied orbital energy: -13.5 eV
SMILES: Cc1[nH]cc(C(=O)n2cccn2)[nH+]1
E_LUMO: -3.508 eV
Energy above the lowest of the compared OMol25 structures with the same formula, charge and spin: 0.00 kcal/mol

***

Below is a cluster of 2 separate species, C3H10NO2 in total, with properties calculated with ωB97M-V/def2-TZVPD.

```
! RIJCOSX wB97M-V def2-TZVPD def2/J DEFGRID3
* xyz 1 1
C -1.09 -1.39 0.02
C 2.16 0.08 0.34
C -0.66 0.05 0.11
N -0.94 1.17 -0.90
O -0.56 0.60 1.33
O 1.14 0.03 -0.57
H -1.48 -1.73 -0.97
H -0.09 -1.94 0.09
H -1.89 -1.86 0.69
H 1.85 0.74 1.18
H 2.90 0.76 -0.20
H 2.54 -0.77 0.78
H -1.41 1.91 -0.42
H -1.37 0.94 -1.78
H 0.13 1.39 -1.01
H -0.12 0.00 1.86
*
```

Output
Molecular weight: 92.12 g/mol
Highest occupied orbital energy: -14.5 eV
E_LUMO: -3.840 eV
Energy above the lowest of the compared OMol25 structures with the same formula, charge and spin: 87.64 kcal/mol

***

Below is a cluster of 2 separate species, C6H11N3 in total, with properties calculated with ωB97M-V/def2-TZVPD.

```
! RIJCOSX wB97M-V def2-TZVPD def2/J DEFGRID3
* xyz 2 1
C -3.14 -1.75 -0.57
C -2.35 -0.99 -0.06
C 1.83 0.49 0.93
C 2.43 -0.37 0.09
C 0.53 0.24 1.25
C -1.79 0.15 0.53
N -0.58 0.22 0.77
N 3.90 -0.25 -0.11
N -2.74 1.20 1.20
H -3.54 -2.70 -0.81
H 2.38 1.39 1.19
H 2.12 -1.34 -0.37
H -3.72 -1.02 3.63
H -3.30 -0.62 3.16
H 4.06 0.43 0.61
H 4.14 -0.02 -1.04
H 4.32 -1.08 0.28
H -2.28 2.00 1.18
H -2.84 0.91 2.21
H -3.62 1.33 0.69
*
```

Output
Molecular weight: 125.17 g/mol
Highest occupied orbital energy: -15.5 eV
E_LUMO: -7.718 eV
Energy above the lowest of the compared OMol25 structures with the same formula, charge and spin: 138.60 kcal/mol

***

Below is a structure of composition C29H28FN3O9PRuSe2, with properties calculated with ωB97M-V/def2-TZVPD.

```
! RIJCOSX wB97M-V def2-TZVPD def2/J DEFGRID3
* xyz 0 2
Ru 0.13 -0.19 -0.29
O 0.28 0.11 1.88
C 1.26 -0.06 2.61
C 2.62 0.07 2.24
C 3.61 -0.15 3.20
C 4.93 -0.08 2.86
C 5.31 0.19 1.53
C 4.35 0.42 0.58
C 2.97 0.41 0.90
O 2.12 0.73 -0.01
N 5.95 -0.28 3.88
O 7.11 -0.18 3.54
O 5.58 -0.53 5.01
H 1.07 -0.35 3.65
H 3.34 -0.38 4.22
H 6.36 0.18 1.28
H 4.62 0.64 -0.44
Se 0.40 -1.01 -2.40
P 0.19 2.05 -1.07
Se 0.10 3.14 0.75
C 1.63 2.51 -2.09
C 2.70 3.21 -1.53
C 3.78 3.57 -2.32
C 3.79 3.25 -3.68
C 2.73 2.55 -4.24
C 1.65 2.19 -3.44
C -1.18 2.60 -2.15
C -1.67 1.79 -3.17
C -2.61 2.29 -4.07
C -3.08 3.58 -3.94
C -2.62 4.38 -2.90
C -1.67 3.89 -2.01
H 2.68 3.46 -0.48
H 4.61 4.10 -1.89
H 4.63 3.53 -4.29
H 2.73 2.30 -5.29
H 0.82 1.64 -3.89
H -1.34 0.77 -3.27
H -2.96 1.66 -4.88
H -3.81 3.97 -4.64
H -2.99 5.39 -2.78
H -1.32 4.52 -1.20
F -3.36 -3.95 3.92
C -2.77 -4.47 2.84
C -1.51 -4.15 2.54
N -0.86 -4.67 1.45
C 0.45 -4.16 1.08
C 0.38 -2.73 0.58
O 1.44 -2.09 0.44
O -0.76 -2.22 0.34
C -1.49 -5.54 0.58
O -0.95 -6.03 -0.39
N -2.80 -5.83 0.92
C -3.55 -5.36 1.99
O -4.70 -5.69 2.15
H -0.95 -3.47 3.16
H 0.84 -4.78 0.28
H 1.14 -4.21 1.93
H -3.27 -6.45 0.28
C -3.38 -0.58 -1.32
C -3.26 0.65 -0.45
O -2.17 0.55 0.48
C -2.58 -0.03 1.73
C -2.96 1.05 2.72
H -4.09 -0.41 -2.14
H -3.71 -1.45 -0.75
H -2.41 -0.83 -1.76
H -4.18 0.82 0.10
H -3.06 1.53 -1.06
H -1.73 -0.60 2.11
H -3.40 -0.73 1.57
H -2.15 1.77 2.81
H -3.15 0.60 3.70
H -3.86 1.58 2.41
*
```

Output
Molecular weight: 871.52 g/mol
Highest occupied orbital energy (alpha / beta): -8.1 / -8.1 eV
E_LUMO (alpha / beta): -2.811 / -2.785 eV
Energy above the lowest of the compared OMol25 structures with the same formula, charge and spin: 76.37 kcal/mol

***

Below is the molecule C2H8NO2P, with properties calculated with ωB97M-V/def2-TZVPD.

```
! RIJCOSX wB97M-V def2-TZVPD def2/J DEFGRID3
* xyz 0 1
C 0.65 0.47 -1.44
P -0.12 -0.51 -0.12
C 1.02 -0.53 1.27
O -0.61 -1.91 -0.60
O -1.32 0.51 0.27
N -2.52 -0.08 0.84
H 0.50 1.52 -1.08
H 1.70 0.43 -1.48
H 0.15 0.24 -2.38
H 1.37 0.44 1.57
H 0.34 -0.87 2.00
H 1.84 -1.37 1.27
H -2.85 -0.92 0.36
H -3.14 0.61 0.59
*
```

Output
Molecular weight: 109.06 g/mol
Highest occupied orbital energy: -9.8 eV
SMILES: CP(C)(=O)ON
E_LUMO: 0.842 eV
Energy above the lowest of the compared OMol25 structures with the same formula, charge and spin: 51.99 kcal/mol

***

Below is a structure of composition C22H39BiOSi2, with properties calculated with ωB97M-V/def2-TZVPD.

```
! RIJCOSX wB97M-V def2-TZVPD def2/J DEFGRID3
* xyz -2 1
Bi -0.14 0.14 0.82
C 0.66 -0.84 2.99
C 1.66 0.12 2.46
C 1.11 1.46 2.60
H 2.58 -0.15 1.91
C -0.19 1.34 3.25
C -0.47 -0.06 3.48
H -1.40 -0.48 3.93
H 0.73 -1.95 2.92
H 1.60 2.38 2.23
H -0.86 2.19 3.48
C -1.35 -1.82 -0.11
C -1.87 -1.75 1.26
C -2.73 -0.58 1.35
H -1.62 -2.47 2.08
C -2.71 0.09 0.07
C -1.83 -0.64 -0.83
H -1.55 -0.36 -1.87
H -0.54 -2.50 -0.46
H -3.26 -0.22 2.26
H -3.25 1.03 -0.18
O -0.75 2.28 0.57
C -3.15 3.81 0.21
C -1.84 4.05 -0.38
C -3.36 4.06 1.64
C -4.29 3.50 -0.67
C -1.03 2.77 -0.72
H -1.21 4.63 0.30
H -1.93 4.54 -1.35
H -1.62 2.06 -1.37
H -0.04 2.99 -1.21
H -3.57 5.13 1.82
H -2.47 3.80 2.24
H -4.23 3.50 2.04
H -4.76 4.43 -1.05
H -5.09 2.96 -0.14
H -4.00 2.92 -1.56
C 0.48 -2.16 -3.03
Si 1.45 -0.75 -2.27
C 3.16 -0.76 -3.06
C 0.82 0.89 -2.93
C 1.62 -0.89 -0.40
Si 2.31 -2.50 0.26
C 3.56 -3.26 -0.92
C 3.39 -2.48 1.81
C 1.14 -3.95 0.56
H 0.55 -2.08 -4.13
H -0.59 -2.16 -2.77
H 0.90 -3.13 -2.75
H 3.03 -0.57 -4.13
H 3.75 0.06 -2.64
H 3.70 -1.69 -2.93
H -0.24 1.09 -2.71
H 1.43 1.71 -2.54
H 0.93 0.88 -4.03
H 2.31 -0.05 -0.17
H 4.40 -2.57 -1.07
H 3.95 -4.18 -0.48
H 3.11 -3.51 -1.89
H 2.86 -2.25 2.75
H 3.85 -3.48 1.94
H 4.21 -1.77 1.69
H 0.39 -3.73 1.33
H 0.62 -4.26 -0.36
H 1.72 -4.82 0.90
*
```

Output
Molecular weight: 584.71 g/mol
Highest occupied orbital energy (alpha / beta): 2.3 / 2.3 eV
E_LUMO (alpha / beta): 4.633 / 4.633 eV
Energy above the lowest of the compared OMol25 structures with the same formula, charge and spin: 31.61 kcal/mol

***

Below is a structure of composition C42H98MnN12O14, with properties calculated with ωB97M-V/def2-TZVPD.

```
! RIJCOSX wB97M-V def2-TZVPD def2/J DEFGRID3
* xyz 0 6
Mn -6.02 -20.21 -37.15
C -9.39 -20.33 -34.92
C -8.11 -19.57 -34.48
C -7.90 -20.03 -33.04
O -6.92 -19.76 -35.23
H -9.40 -21.42 -34.83
H -9.90 -19.83 -35.75
H -10.17 -20.20 -34.18
H -8.31 -18.51 -34.33
H -7.98 -21.12 -33.01
H -8.67 -19.68 -32.36
H -6.99 -19.90 -32.45
C -3.01 -22.49 -38.20
C -4.30 -23.11 -37.63
C -4.00 -23.68 -36.19
O -5.32 -22.13 -37.75
H -3.08 -21.47 -38.58
H -2.58 -23.16 -38.94
H -2.30 -22.34 -37.39
H -4.53 -23.91 -38.34
H -4.08 -22.95 -35.38
H -3.04 -24.19 -36.22
H -4.73 -24.47 -36.03
C -7.30 -16.43 -36.25
O -6.38 -17.01 -36.89
N -8.54 -16.28 -36.83
C -9.62 -15.77 -36.07
C -8.82 -16.19 -38.26
H -7.30 -16.25 -35.16
H -9.83 -14.76 -36.43
H -9.38 -15.71 -35.01
H -10.48 -16.43 -36.15
H -8.10 -16.41 -39.05
H -9.61 -16.93 -38.41
H -9.23 -15.24 -38.59
C -3.16 -19.32 -35.40
O -3.96 -19.56 -36.36
N -2.24 -18.30 -35.54
C -1.59 -17.70 -34.33
C -1.78 -17.80 -36.75
H -3.21 -19.81 -34.42
H -0.53 -17.96 -34.33
H -2.08 -18.24 -33.52
H -1.67 -16.63 -34.15
H -2.32 -18.09 -37.66
H -1.86 -16.72 -36.78
H -0.72 -18.00 -36.91
C -13.51 -24.26 -35.24
O -13.88 -23.17 -34.82
N -13.12 -24.57 -36.46
C -12.58 -25.86 -36.64
C -13.13 -23.59 -37.65
H -13.56 -25.15 -34.59
H -12.02 -26.16 -35.76
H -11.87 -25.96 -37.46
H -13.33 -26.65 -36.72
H -13.83 -23.65 -38.49
H -13.46 -22.69 -37.14
H -12.09 -23.54 -37.97
C -4.65 -18.54 -39.34
O -5.67 -19.17 -39.00
N -3.84 -18.92 -40.39
C -2.56 -18.37 -40.70
C -4.08 -19.94 -41.34
H -4.22 -17.67 -38.82
H -1.96 -18.83 -39.91
H -2.40 -17.30 -40.81
H -2.23 -18.89 -41.60
H -3.84 -19.72 -42.38
H -3.59 -20.87 -41.05
H -5.12 -20.23 -41.51
C -11.32 -20.10 -31.50
O -11.19 -18.89 -31.23
N -12.27 -20.93 -31.02
C -13.11 -20.43 -29.96
C -12.73 -22.18 -31.53
H -10.70 -20.57 -32.28
H -13.07 -21.10 -29.10
H -14.06 -20.34 -30.48
H -12.87 -19.47 -29.51
H -12.01 -22.93 -31.85
H -13.37 -22.64 -30.78
H -13.29 -22.00 -32.45
C -7.74 -24.25 -34.45
O -7.23 -24.57 -33.43
N -9.08 -24.49 -34.68
C -10.01 -25.10 -33.64
C -9.76 -23.89 -35.79
H -7.18 -23.71 -35.22
H -9.59 -24.79 -32.68
H -9.89 -26.18 -33.62
H -11.06 -24.81 -33.61
H -9.12 -23.24 -36.39
H -10.35 -24.47 -36.51
H -10.46 -23.32 -35.19
C -6.02 -11.91 -36.01
O -6.99 -12.54 -36.43
N -5.38 -12.13 -34.86
C -5.27 -13.40 -34.21
C -4.50 -11.09 -34.46
H -5.65 -11.01 -36.53
H -4.19 -13.53 -34.30
H -5.86 -14.22 -34.61
H -5.58 -13.42 -33.17
H -4.42 -10.14 -34.98
H -4.81 -10.57 -33.55
H -3.46 -11.41 -34.40
C -10.09 -17.78 -26.71
O -10.27 -18.04 -25.51
N -9.13 -17.04 -27.18
C -8.07 -16.35 -26.45
C -9.04 -16.82 -28.68
H -10.91 -18.09 -27.38
H -7.11 -16.82 -26.66
H -8.11 -16.26 -25.37
H -7.98 -15.27 -26.58
H -9.14 -15.75 -28.83
H -8.05 -16.94 -29.13
H -9.73 -17.34 -29.34
C -2.90 -17.18 -29.80
O -2.55 -16.09 -30.24
N -4.15 -17.56 -29.53
C -4.39 -19.02 -29.29
C -5.38 -16.91 -30.09
H -2.06 -17.82 -29.50
H -4.31 -19.61 -30.20
H -5.29 -19.23 -28.70
H -3.58 -19.38 -28.65
H -6.21 -16.90 -29.38
H -5.17 -15.91 -30.46
H -5.68 -17.32 -31.06
C -8.10 -23.37 -28.08
O -7.83 -24.53 -28.12
N -7.92 -22.63 -29.25
C -8.17 -21.21 -29.38
C -7.74 -23.16 -30.60
H -8.44 -22.80 -27.20
H -8.54 -20.79 -28.45
H -9.02 -21.08 -30.04
H -7.30 -20.62 -29.67
H -8.57 -23.01 -31.29
H -6.96 -22.55 -31.06
H -7.56 -24.24 -30.56
C -13.66 -15.93 -33.89
O -14.01 -15.32 -34.88
N -14.31 -15.85 -32.77
C -13.84 -16.43 -31.48
C -15.67 -15.24 -32.77
H -12.73 -16.51 -33.81
H -12.82 -16.80 -31.56
H -14.29 -17.40 -31.26
H -13.99 -15.63 -30.75
H -15.44 -14.21 -32.49
H -16.12 -15.17 -33.76
H -16.18 -15.88 -32.05
C -8.83 -20.02 -38.85
O -7.92 -20.34 -38.08
N -8.86 -20.36 -40.14
C -10.05 -19.96 -40.96
C -7.74 -21.08 -40.84
H -9.72 -19.52 -38.44
H -10.81 -19.64 -40.26
H -10.30 -20.86 -41.54
H -9.93 -19.07 -41.58
H -6.91 -21.28 -40.16
H -8.12 -22.03 -41.24
H -7.42 -20.42 -41.65
*
```

Output
Molecular weight: 1050.25 g/mol
Highest occupied orbital energy (alpha / beta): -6.7 / -6.9 eV
E_LUMO (alpha / beta): 0.287 / 0.285 eV